The following is a quantum chemistry calculation of a structure of composition C40H90F3N12NiO14 at a distorted geometry, from OMol25.

XYZ file:
```
160
Properties=species:S:1:pos:R:3:forces:R:3
Ni 17.9209 17.8077 16.1309 -0.7 0.0 -0.4
C 17.7276 15.3493 15.7548 -0.2 0.9 -0.6
O 17.1995 16.3107 14.7417 1.5 -0.4 -1.1
O 17.9281 16.1069 16.8732 0.1 -0.6 -0.4
C 16.6005 14.3392 15.9059 -0.7 1.6 -0.8
F 15.4502 15.0313 16.2340 0.7 -1.5 0.3
F 16.3279 13.7253 14.7356 -0.1 0.2 0.5
F 16.9091 13.4388 16.7899 -0.4 -0.8 0.9
C 17.6180 16.0299 13.2944 -0.6 0.0 2.2
C 17.0302 17.0878 12.4113 0.7 0.4 1.1
H 17.0344 16.6646 11.4497 0.1 -0.2 -1.6
H 16.0146 17.3215 12.6553 -0.7 -0.2 0.3
H 17.5522 18.0348 12.4502 0.4 0.2 -0.2
H 17.1804 15.0704 13.0685 -0.1 -0.3 -0.1
H 18.7038 15.8957 13.2963 -0.1 0.4 -0.2
H 18.6146 14.8296 15.3456 -0.2 0.2 0.2
C 18.6796 21.1614 15.0591 -0.1 0.3 0.1
C 19.4343 19.9214 14.7184 -0.1 -1.9 -1.1
O 19.3761 18.8674 15.4379 0.6 1.4 -0.8
N 20.1038 19.8731 13.5410 -0.8 -0.3 0.1
C 20.5282 18.5866 12.9525 1.1 0.3 -1.2
H 18.1083 21.0193 15.9812 0.0 -0.1 -0.5
H 18.0490 21.4772 14.1989 0.3 -0.3 0.6
H 19.3858 21.9492 15.2716 0.3 0.4 -0.1
H 19.9085 20.6067 12.8548 0.0 -0.2 0.4
H 19.7716 18.0120 12.4009 -0.3 0.7 0.2
H 20.8355 17.9596 13.7460 0.5 -0.6 0.8
H 21.4027 18.6808 12.2231 -1.2 0.4 1.2
C 12.2407 22.5850 11.7889 -0.9 0.3 -0.5
C 12.4785 21.3024 12.5242 0.5 -1.2 -0.9
O 12.4620 21.2449 13.7350 -0.1 0.1 0.7
N 12.8154 20.1798 11.7936 -0.9 1.7 0.6
C 13.2191 18.9758 12.4394 0.4 0.0 0.1
H 12.1590 22.5402 10.6820 0.3 -0.2 0.7
H 13.0270 23.2475 12.1076 0.4 0.4 -0.2
H 11.3177 23.0448 12.1701 0.2 -0.3 -0.1
H 12.9757 20.2382 10.8110 -0.2 0.3 -0.3
H 12.4350 18.3683 12.8598 -0.6 0.0 0.1
H 13.9258 19.2012 13.2399 0.2 -0.1 -0.1
H 13.6510 18.4416 11.6185 0.7 -1.0 0.0
C 10.2520 12.6335 12.0473 -0.9 -2.3 -1.8
C 10.5807 12.7293 13.4647 1.2 -1.9 1.1
O 10.7851 11.6808 14.0990 -0.2 1.0 0.2
N 10.7503 13.9557 13.9137 0.1 1.2 0.0
C 11.3264 14.3468 15.2059 -1.4 -0.6 -0.9
H 11.1421 12.3899 11.4383 -0.1 0.5 0.4
H 9.7401 13.4801 11.5984 -0.2 -0.1 0.0
H 9.6885 11.6515 12.0008 0.1 1.4 -0.4
H 10.6036 14.6387 13.1683 0.5 0.3 0.8
H 10.9193 15.3264 15.3810 0.0 0.3 0.7
H 12.3836 14.3992 15.1751 1.2 0.1 -0.2
H 11.0646 13.5895 15.9463 -0.2 0.3 0.0
C 16.1093 12.2544 9.5097 0.8 -1.1 -0.4
C 16.3513 13.5924 8.9558 2.3 0.3 -0.2
O 15.8908 14.5983 9.4834 -0.2 0.5 -0.7
N 17.3394 13.5732 8.0089 -1.6 3.3 -0.1
C 17.9302 14.6522 7.1919 -0.1 -0.1 2.3
H 16.9833 11.9072 10.0630 0.0 0.3 0.2
H 15.9862 11.4814 8.7713 -0.3 -0.2 -0.6
H 15.2679 12.3029 10.1195 -1.4 -0.1 1.2
H 17.6951 12.7369 7.7300 0.8 -3.0 -0.3
H 18.5413 15.2880 7.8490 0.0 0.0 -0.2
H 17.2099 15.2908 6.7201 -0.5 0.1 -0.4
H 18.5797 14.1377 6.5162 0.3 0.1 -0.7
C 22.5115 17.7785 9.0551 0.5 -0.4 -0.3
C 21.7103 18.4653 7.9885 -0.1 2.4 1.3
O 21.3647 19.6380 8.2096 -0.2 -0.9 -0.5
N 21.5090 17.8221 6.8540 1.4 -2.7 0.1
C 20.7638 18.1869 5.7063 0.4 1.1 -0.9
H 22.0272 17.8449 9.9966 -1.0 0.1 0.7
H 23.3647 18.4270 9.2211 0.6 -0.3 -0.2
H 22.7544 16.7162 8.9112 0.2 0.5 -0.3
H 22.0598 16.9689 6.8235 -0.4 0.1 -0.3
H 20.1042 18.9336 6.0894 -0.8 0.7 -0.2
H 20.1703 17.3340 5.3333 0.5 0.5 -0.1
H 21.4330 18.6975 4.9388 -1.0 -0.9 0.6
C 17.2274 11.8088 13.1566 0.1 0.5 1.6
C 18.4021 11.8818 14.1160 0.3 -1.7 0.2
O 19.3319 12.6767 14.0207 -0.5 0.0 0.3
N 18.3682 10.8669 15.0760 -0.6 0.5 0.2
C 19.2010 10.9305 16.2800 0.8 1.0 -0.6
H 17.2386 11.0020 12.4817 0.4 -1.2 -0.7
H 17.1706 12.7116 12.6075 -0.1 1.0 -0.5
H 16.3539 11.6601 13.7847 -0.1 0.2 -0.4
H 17.4776 10.3676 15.2214 0.6 0.5 -0.6
H 19.1077 10.0281 16.8905 0.1 0.1 -0.4
H 18.9192 11.7958 16.8954 0.0 -0.2 0.0
H 20.2515 11.1314 15.9643 -0.7 -0.5 0.4
C 9.6756 15.9929 18.0815 1.0 -0.8 -1.3
C 9.5609 17.1057 17.0557 0.6 -0.3 -0.2
O 10.5351 17.7511 16.6522 -0.9 -0.5 0.5
N 8.3458 17.1980 16.4640 0.5 1.0 -0.7
C 8.1690 18.1327 15.3666 -0.9 0.8 -1.2
H 10.5832 16.0515 18.6450 0.5 0.6 0.4
H 9.8639 15.0765 17.4759 -0.5 0.4 0.3
H 8.8674 15.7981 18.7466 -0.9 0.1 0.3
H 7.5405 16.7176 16.8033 -0.1 -0.3 0.3
H 7.0921 18.2296 15.1003 0.6 -0.2 0.5
H 8.6351 17.8231 14.3993 0.1 0.0 1.0
H 8.5139 19.1636 15.5988 0.0 -0.8 0.0
C 13.5136 10.2995 15.3520 -0.7 -0.5 -1.3
C 14.2763 9.7547 14.1585 -1.1 1.1 1.9
O 15.4898 9.8339 14.1688 1.0 -0.9 -0.4
N 13.5652 9.3247 13.1116 1.5 -0.3 0.2
C 12.1632 9.2058 12.8991 -0.2 -0.4 -1.9
H 13.8222 11.3199 15.4110 0.0 0.9 0.1
H 13.8091 9.8467 16.2771 0.1 -0.6 0.3
H 12.4425 10.2328 15.1354 0.3 0.3 0.7
H 14.2115 8.9429 12.4481 -0.2 -0.2 -0.7
H 11.9715 8.1758 12.5589 -0.1 0.5 -0.7
H 11.8386 10.0201 12.2029 -0.1 -1.0 0.5
H 11.5737 9.2318 13.7621 -0.5 0.6 1.4
C 16.6267 21.2316 9.8228 2.0 0.2 0.2
C 18.1118 20.7431 10.0478 -0.3 1.2 1.1
O 18.6694 20.6424 11.1600 -1.4 -0.4 -0.4
N 18.8696 20.6659 8.9595 -0.3 0.6 -1.9
C 18.6090 21.4341 7.7080 -0.6 -1.6 1.2
H 16.7429 22.3120 9.9370 0.0 0.2 -0.5
H 15.9627 21.0175 10.6352 -0.3 -0.8 0.3
H 16.2468 21.0045 8.8227 0.0 -0.1 0.4
H 19.8409 20.5255 9.1276 0.8 -0.3 0.2
H 19.4055 21.3297 7.0246 1.2 -0.5 -0.5
H 18.5784 22.4726 7.9345 -0.7 0.9 0.1
H 17.7371 20.9937 7.2345 -0.3 0.6 -0.1
C 14.0206 15.1914 12.2730 1.1 -0.3 -0.9
C 12.9100 15.5116 11.3306 -0.8 0.4 -0.5
O 11.8265 15.8585 11.7647 -1.1 0.2 0.6
N 13.1421 15.4788 9.9923 1.7 -0.3 1.5
C 12.1283 15.7528 9.0475 -1.5 -0.5 -1.1
H 13.7816 14.3023 12.8777 0.2 0.3 -0.3
H 14.1670 16.0474 12.9229 -0.2 0.0 0.3
H 14.9391 15.0901 11.6570 -0.3 -0.4 0.8
H 14.0715 15.1175 9.7674 -0.4 0.2 -0.6
H 11.7522 14.8229 8.5564 0.1 0.6 0.4
H 12.3819 16.4245 8.2460 1.0 0.2 -0.4
H 11.2997 16.3035 9.4919 0.0 -0.5 0.5
C 14.7678 17.6688 15.9287 -0.4 1.9 0.2
C 15.3393 19.0581 16.0036 -0.3 1.2 1.9
O 16.5603 19.2991 15.9119 1.6 -1.1 -0.6
N 14.6015 20.1110 16.3424 -1.9 0.3 -0.8
C 14.9415 21.5589 16.1865 0.5 -1.0 1.0
H 15.5301 17.0015 16.1882 0.9 -0.8 -0.4
H 14.3804 17.6166 14.9298 0.0 -0.8 -0.6
H 13.9753 17.4463 16.6176 -0.7 0.5 0.3
H 13.5959 19.9419 16.4276 0.5 0.0 -0.1
H 14.9269 22.0248 17.1849 0.4 -0.2 -0.3
H 14.1573 22.0381 15.6418 -0.5 0.1 -0.7
H 15.9123 21.6774 15.6883 -0.4 -0.1 0.3
C 21.0997 9.9228 8.6386 0.3 -0.3 2.1
C 20.7383 11.3427 8.8940 -0.2 -0.4 -0.7
O 19.5784 11.6310 9.0755 -1.1 0.8 0.1
N 21.7328 12.2530 8.8234 0.7 0.7 0.0
C 21.5192 13.6523 9.1225 -0.5 -0.2 0.6
H 22.1494 9.8613 8.4109 0.4 -0.5 -0.1
H 20.4834 9.5055 7.8657 -0.2 -0.2 -0.3
H 20.8602 9.4300 9.6346 0.4 0.1 -1.3
H 22.6745 11.9701 9.0570 -0.2 -0.4 -0.4
H 21.7564 13.8107 10.1563 0.3 0.4 0.7
H 20.4847 13.9538 9.0319 -0.3 -0.3 -0.4
H 22.1372 14.2830 8.5178 0.4 0.3 -0.5
```
Positions in Å, forces in eV/Å.

<S²>	2.01
net charge	+1
E	-5096.4292	Eh
frontier orbital gap (alpha / beta)	9.03 / 8.10	eV
maximum force	3.67	eV/A
2S+1	3